The following is a DFT calculation (ωB97M-V/def2-TZVPD) of 7 unconnected molecules or ions with the total composition C37H73BBr4F4N5O11P2 at a distorted geometry.

Each line ends with the Löwdin charge.
Geometry (Å):
C  5.231  -0.215  -0.413  -0.0635
C  4.657  1.116  0.073  -0.2320
N  3.289  1.125  0.607  0.0474
C  2.080  1.301  -0.190  -0.2479
C  2.336  2.194  -1.430  -0.0765
C  2.936  1.687  -2.730  -0.2110
O  1.910  1.439  -3.689  -0.0695
N  1.247  2.243  0.652  0.1771
B  2.120  3.129  1.540  -0.6391
O  2.018  2.901  2.894  0.1876
N  2.839  4.228  0.930  -0.0862
C  4.228  4.345  1.408  -0.0486
C  2.050  5.473  1.088  -0.0845
C  0.152  1.638  1.099  -0.3342
N  -0.909  2.175  1.631  -0.0670
C  -0.944  3.652  1.693  -0.1477
C  -2.296  4.245  1.332  -0.1728
C  -2.289  5.681  0.830  -0.7654
F  -3.593  5.987  0.539  -0.0082
Br  -1.342  5.801  -0.850  0.8658
C  -1.849  6.720  1.961  -0.8895
F  -1.542  6.019  3.075  0.0275
F  -2.904  7.479  2.261  0.0607
Br  -0.391  7.933  1.613  0.8500
P  -2.115  1.008  2.364  1.0160
C  -3.777  1.678  2.084  -0.2929
C  -1.841  1.458  4.107  -0.2629
N  0.244  0.213  0.979  -0.0285
F  1.113  -0.017  2.107  -0.0729
C  1.030  0.028  -0.264  -0.2815
C  -0.048  0.383  -1.308  -0.1099
P  -1.766  -0.182  -1.155  0.4382
O  -2.625  0.964  -0.766  -0.2934
O  -1.863  -1.415  -0.160  -0.1875
O  -2.058  -0.712  -2.636  -0.1346
C  1.671  -1.412  -0.258  -0.5557
Br  0.881  -2.593  1.096  0.8475
C  1.817  -2.312  -1.506  -0.7628
C  2.523  -1.817  -2.743  -0.1317
Br  0.212  -3.247  -2.082  0.7763
H  6.319  -0.170  -0.315  0.0848
H  5.038  -0.415  -1.463  0.0490
H  4.909  -1.052  0.210  0.0776
H  4.790  1.881  -0.690  0.1094
H  5.292  1.436  0.904  0.1152
H  3.192  0.362  1.265  0.1179
H  2.993  2.979  -1.052  0.1082
H  1.412  2.714  -1.681  0.1302
H  3.598  2.469  -3.113  0.1342
H  3.548  0.803  -2.608  0.0863
H  2.006  2.067  -4.409  0.0697
H  2.702  2.318  3.229  0.1175
H  4.511  5.391  1.509  0.0881
H  4.907  3.873  0.696  0.0726
H  4.396  3.867  2.380  0.0883
H  2.712  6.312  1.289  0.0882
H  1.504  5.701  0.169  0.0488
H  1.323  5.436  1.906  0.0557
H  -0.195  4.044  1.000  0.0784
H  -0.627  3.951  2.693  0.1253
H  -2.787  3.636  0.579  0.1087
H  -2.940  4.251  2.211  0.1195
H  -3.972  1.945  1.052  0.0169
H  -4.444  0.853  2.342  0.0358
H  -4.034  2.510  2.742  0.0478
H  -2.628  0.993  4.702  0.0517
H  -0.862  1.077  4.405  0.0375
H  -1.851  2.537  4.281  0.0417
H  -0.183  1.466  -1.336  0.1039
H  0.290  0.110  -2.309  0.0998
H  -2.451  -2.114  -0.461  0.0836
H  -2.802  -1.321  -2.674  0.0848
H  2.685  -1.315  0.125  0.0596
H  2.426  -3.140  -1.137  0.0757
H  2.697  -2.686  -3.382  0.0856
H  3.508  -1.456  -2.463  0.0588
H  1.972  -1.098  -3.336  0.0648
C  2.122  -8.854  -1.567  -0.0174
C  2.084  -7.358  -1.432  -0.5002
O  3.020  -6.652  -1.733  0.0532
C  0.811  -6.756  -0.884  -0.0310
H  3.086  -9.163  -1.966  0.0857
H  1.970  -9.315  -0.587  0.0534
H  1.328  -9.190  -2.236  0.0893
H  0.611  -7.143  0.117  0.0871
H  -0.035  -7.009  -1.525  0.0872
H  0.937  -5.678  -0.854  0.0087
C  1.694  -3.744  5.097  -0.0218
C  0.481  -4.596  4.806  -0.5053
O  -0.066  -4.569  3.729  0.0387
C  -0.011  -5.481  5.925  -0.0211
H  1.945  -3.157  4.217  0.0572
H  1.489  -3.076  5.935  0.0862
H  2.541  -4.376  5.367  0.0867
H  -0.276  -4.875  6.792  0.0867
H  0.774  -6.176  6.226  0.0842
H  -0.882  -6.040  5.593  0.0827
C  1.996  -9.828  3.695  -0.0200
C  2.773  -9.900  2.403  -0.4927
O  2.253  -10.252  1.370  0.0567
C  4.229  -9.511  2.462  -0.0178
H  0.967  -10.131  3.521  0.0826
H  2.447  -10.486  4.440  0.0871
H  2.015  -8.809  4.086  0.0784
H  4.761  -10.158  3.162  0.0870
H  4.328  -8.481  2.810  0.0845
H  4.674  -9.604  1.475  0.0835
C  -7.996  0.177  -0.701  -0.0164
C  -6.790  0.122  0.200  -0.4938
O  -6.563  0.984  1.016  0.0612
C  -5.868  -1.065  0.025  -0.0168
H  -8.574  1.072  -0.485  0.0853
H  -7.681  0.191  -1.746  0.0836
H  -8.620  -0.704  -0.547  0.0894
H  -5.490  -1.079  -0.999  0.0775
H  -6.414  -1.993  0.206  0.0901
H  -5.033  -0.989  0.718  0.0687
C  0.565  5.787  -7.313  -0.0178
C  0.922  4.680  -6.357  -0.4992
O  2.061  4.487  -5.990  0.0583
C  -0.197  3.806  -5.857  -0.0107
H  1.461  6.336  -7.590  0.0836
H  0.102  5.371  -8.209  0.0889
H  -0.150  6.467  -6.847  0.0886
H  -0.690  3.293  -6.685  0.0923
H  -0.944  4.394  -5.321  0.0874
H  0.212  3.062  -5.178  0.0589
C  -4.683  2.367  -3.044  -0.0241
C  -4.464  3.838  -2.791  -0.5027
O  -3.507  4.427  -3.237  0.0320
C  -5.509  4.538  -1.957  -0.0159
H  -3.872  1.972  -3.651  0.0791
H  -4.706  1.826  -2.097  0.0588
H  -5.635  2.223  -3.561  0.0867
H  -5.579  4.072  -0.972  0.0820
H  -6.485  4.456  -2.438  0.0876
H  -5.248  5.587  -1.844  0.0799

Force components x, y, z for each atom (eV/Å):
0.282 0.181 0.060
0.404 -0.126 0.173
0.091 -0.236 -0.271
-0.351 0.463 -0.040
0.380 -0.121 0.048
-0.171 0.351 -0.323
0.052 -0.320 0.101
-0.566 -0.121 0.433
0.201 0.051 -0.577
0.023 0.007 -0.265
0.279 -0.038 0.682
-0.007 -0.090 0.001
-0.227 -0.056 -0.511
0.124 0.218 0.272
-0.089 0.259 -0.208
0.278 0.118 0.224
-0.183 -0.157 0.485
-0.176 0.072 -0.095
0.170 -0.083 0.053
0.126 0.070 0.103
-0.136 0.200 -0.195
0.080 0.017 0.077
-0.092 -0.071 0.065
0.019 -0.133 -0.135
-0.008 -0.696 -0.055
0.008 0.516 0.351
0.283 0.467 -0.071
0.112 -0.127 -0.161
0.004 0.250 -0.016
0.227 0.269 0.300
0.323 -0.553 -0.583
-0.538 1.134 0.283
0.365 -0.585 -0.024
-0.030 0.122 -0.353
0.095 -0.180 0.344
-0.321 0.097 -0.084
0.087 -0.327 0.166
0.365 -0.270 0.160
0.135 -0.224 -0.165
-0.377 0.217 -0.213
-0.054 -0.011 -0.037
-0.241 -0.139 -0.013
-0.091 -0.031 -0.079
-0.214 0.036 -0.031
-0.128 0.073 0.009
-0.158 0.063 0.120
-0.177 -0.005 0.128
-0.002 -0.111 0.008
0.002 -0.050 0.014
0.045 -0.362 0.050
0.045 0.074 -0.126
-0.030 -0.104 0.316
0.027 -0.054 -0.056
0.007 0.071 -0.007
-0.052 0.068 0.054
0.029 -0.021 0.019
-0.001 -0.020 0.061
0.132 0.019 0.099
-0.072 -0.196 -0.074
-0.049 -0.027 -0.021
0.069 0.087 -0.256
-0.085 -0.025 -0.023
0.017 -0.210 -0.094
0.035 -0.008 -0.078
-0.036 0.015 -0.037
0.065 -0.044 0.030
-0.115 -0.081 0.130
-0.139 -0.040 0.077
0.043 -0.031 -0.046
0.099 -0.013 0.001
0.067 -0.305 0.114
-0.146 -0.020 -0.300
0.023 0.191 -0.184
-0.149 0.047 0.081
-0.036 0.083 0.026
0.111 0.315 -0.035
-0.035 0.352 0.050
0.162 0.060 -0.043
-0.108 -0.026 0.010
0.064 0.036 0.007
0.212 0.076 -0.048
0.000 -0.011 -0.006
-0.052 -0.024 -0.146
-0.053 -0.013 0.064
-0.051 -0.040 -0.020
-0.027 -0.055 0.044
-0.125 0.000 0.109
-0.033 0.043 -0.145
0.065 0.011 0.097
-0.039 0.031 -0.144
-0.099 -0.033 -0.121
-0.001 -0.001 -0.007
0.033 -0.045 0.058
-0.005 0.007 0.077
0.066 -0.011 0.040
0.028 0.040 0.065
-0.007 -0.005 -0.002
-0.103 -0.051 -0.091
0.058 0.012 0.061
-0.052 -0.014 0.064
-0.016 -0.034 -0.138
-0.006 -0.001 -0.001
0.039 0.051 0.038
0.055 -0.006 0.048
0.001 0.046 0.058
0.016 -0.014 0.073
0.001 0.000 -0.006
-0.012 0.129 0.080
-0.011 0.008 -0.070
-0.036 -0.040 -0.010
0.070 0.105 0.118
-0.002 0.000 0.000
-0.014 -0.075 -0.016
0.022 -0.041 -0.061
-0.057 -0.059 -0.033
-0.002 -0.022 -0.078
0.008 -0.003 -0.006
0.188 0.016 0.028
-0.035 -0.083 0.051
0.094 -0.033 0.054
0.000 -0.092 0.122
0.004 0.005 -0.005
-0.074 0.007 0.023
-0.067 -0.035 -0.028
-0.070 0.096 -0.031
-0.073 0.014 -0.095
-0.068 -0.030 0.024
0.075 -0.018 -0.116
-0.076 -0.001 0.037
0.080 -0.022 -0.024
0.120 0.103 -0.006
0.014 0.003 -0.020
-0.052 0.003 0.047
-0.011 -0.021 0.069
-0.059 -0.045 -0.024
-0.023 -0.055 0.039
0.003 0.007 0.004

Output
- E_HOMO (Eh) = -0.3941
- E (eV) = -379816.426
- charge = +1